[1]
Below is a structure of composition C11H20Cl2CoO in a non-equilibrium geometry, with properties calculated with wB97M-V/def2-TZVPD.

Atoms and positions in Å:
H: -1.037 -1.343 -4.419
H: 0.049 2.022 -0.850
H: -1.011 -2.160 3.296
H: 3.843 -0.607 -1.769
H: -0.170 -1.023 5.137
Co: 1.699 -0.153 -0.831
C: 0.587 -0.571 -3.234
H: 0.401 -1.692 2.309
H: 0.692 -1.478 -2.606
C: 0.242 -0.599 4.216
C: -0.844 -0.495 -3.751
O: -1.163 -0.405 2.209
H: 0.655 1.552 3.981
Cl: 0.320 -1.710 -0.382
C: 0.765 0.661 -2.356
H: -0.821 1.170 4.917
H: -2.067 1.270 2.990
Cl: 1.861 0.410 1.282
H: -0.904 0.448 -4.345
H: -1.780 -1.351 -2.034
H: 3.725 0.954 -1.166
C: -0.373 -1.313 2.990
C: -0.174 1.194 -1.537
C: -1.610 0.747 -1.598
H: -1.901 0.421 -0.582
C: -1.049 0.905 2.775
C: -0.197 0.873 4.069
H: 1.361 -0.601 -4.025
H: -2.249 1.598 -1.889
C: 3.408 -0.093 -0.853
H: -0.591 1.553 2.012
H: 1.330 -0.703 4.223
H: -2.843 -0.315 -3.006
C: -1.839 -0.423 -2.604
H: 1.687 1.257 -2.570

The charge is -1. As for the energy: -76448.3810 eV. The spin multiplicity is 5. As for the HOMO energy (alpha / beta): -3.19 / -4.57 eV. As for the frontier orbital gap (alpha / beta): 6.587 / 7.887 eV.

=====

[2]
Below is a cluster of 2 separate species, C11H20ClF3NO3P in total in a non-equilibrium geometry, with properties calculated with wB97M-V/def2-TZVPD.

Atoms and positions in Å:
H: -2.522 -1.998 0.780
H: 3.260 0.562 1.110
H: 0.312 -0.959 -3.729
C: 2.026 2.336 0.851
H: -1.798 -0.095 -3.470
H: 1.808 2.383 1.916
C: 3.276 1.511 0.553
H: -5.781 -0.827 -0.299
C: -0.064 -0.711 -0.432
O: 4.488 2.151 0.747
H: -2.866 -2.262 -2.963
C: -3.014 -2.230 -1.886
P: -0.503 -0.131 -2.949
F: 3.118 2.852 3.540
C: -4.084 -1.183 -1.530
H: -4.639 -1.912 0.449
C: -0.440 -1.444 0.775
C: 4.306 3.202 3.002
H: -4.637 -0.953 -2.435
F: 5.100 3.534 4.038
H: -5.683 -2.465 -0.898
H: -1.150 -3.047 -1.593
C: -1.674 -2.180 -1.176
O: 4.922 0.942 2.705
O: 0.065 1.173 -2.629
F: 4.080 4.366 2.325
H: -3.432 -3.200 -1.625
H: -1.386 -3.404 0.609
H: 6.015 2.538 1.989
Cl: -3.364 0.375 -1.001
H: -0.871 -0.658 1.411
N: -0.751 -1.052 -1.461
H: 1.161 1.863 0.360
H: 2.108 3.356 0.478
H: 0.375 -1.833 1.376
H: 3.250 1.254 -0.518
H: 0.689 0.069 -0.421
C: -5.095 -1.645 -0.498
C: 4.999 2.100 2.145
C: -1.603 -2.378 0.355

The charge is 0. As for the energy: -49324.1361 eV. The spin multiplicity is 1. As for the HOMO energy: -5.60 eV. As for the frontier orbital gap: 3.388 eV.

=====

[3]
Below is the ion C11H20FINO3S with charge +1, with properties calculated with wB97M-V/def2-TZVPD.

Atoms and positions in Å:
C: 1.622 1.861 1.495
C: 2.742 -2.499 1.282
C: -2.308 1.417 -0.290
H: -2.041 1.317 0.767
F: -0.031 -0.167 -2.452
H: 0.535 -1.654 0.895
N: -1.828 0.190 -1.023
C: 0.856 -2.151 -0.030
C: 1.206 1.827 2.981
H: 2.256 -2.535 2.269
C: -0.435 0.577 -1.405
H: -3.054 -1.100 0.019
H: -3.380 1.535 -0.453
H: 1.396 0.901 1.025
H: 0.982 3.673 -1.640
C: -1.985 -1.068 -0.207
S: 0.740 3.218 0.670
H: -2.384 0.076 -1.875
H: 0.712 0.884 3.226
H: -0.373 -3.881 0.026
H: -2.370 -3.078 -0.702
H: 2.073 1.934 3.630
O: -1.647 2.488 -0.883
C: -0.513 2.112 -1.616
H: -1.697 -2.188 -2.030
H: 0.182 0.404 -0.520
H: 0.172 -3.416 -1.564
C: 0.787 2.764 -1.070
H: -1.467 -0.919 0.739
O: 1.970 -3.001 0.275
O: 3.840 -2.066 1.115
C: -1.594 -2.351 -0.953
H: 1.223 -1.421 -0.756
H: 2.698 2.007 1.408
H: 0.504 2.627 3.217
I: -0.782 2.605 -3.669
H: 1.632 2.099 -1.270
C: -0.236 -3.021 -0.630

The charge is +1. As for the SMILES: CCSC[C@]1(I)OC[N@H+](CCCCOC=O)[C@H]1F. As for the energy: -41009.1289 eV. The spin multiplicity is 1. As for the HOMO energy: -12.15 eV. As for the frontier orbital gap: 9.113 eV.

=====

[4]
Below is a structure of composition C11H20IMnN6 in a non-equilibrium geometry, with properties calculated with wB97M-V/def2-TZVPD.

Atoms and positions in Å:
H: -2.538 1.353 -0.053
H: -0.668 3.754 0.943
N: -0.869 0.871 -1.210
N: 2.256 -0.775 1.249
C: -3.109 0.504 -1.937
H: -3.121 -0.783 -5.109
H: 1.342 -3.399 3.822
Mn: 0.201 1.503 0.235
H: -0.863 -0.458 -4.276
N: 4.007 -0.056 -0.031
C: -2.656 -0.016 -3.158
C: -1.274 -0.069 -3.353
C: 0.074 3.608 0.148
C: -2.203 0.936 -1.001
H: 0.660 0.330 -2.500
H: 2.896 -1.497 1.550
H: -0.569 -0.506 4.008
C: 2.746 0.113 0.333
C: 1.055 -0.724 1.929
H: -4.352 0.287 -4.410
C: -0.347 -1.535 3.729
H: -1.192 -2.000 3.219
H: -4.167 0.576 -1.722
H: 4.610 -0.749 0.388
H: 2.478 1.666 -0.831
N: 0.864 -1.598 2.890
N: 1.985 1.075 -0.167
H: 1.062 3.968 0.437
C: -0.413 0.370 -2.373
H: -4.173 -1.351 -3.803
N: 0.160 0.213 1.590
H: -0.145 -2.076 4.647
I: -0.528 4.423 -1.596
C: -3.620 -0.492 -4.189
H: 2.124 -3.196 2.275
H: 4.437 0.540 -0.724
H: 2.701 -2.275 3.718
H: -0.687 0.137 2.146
C: 1.834 -2.671 3.186

The charge is +3. As for the energy: -60064.2326 eV. The spin multiplicity is 2. As for the HOMO energy (alpha / beta): -19.04 / -18.85 eV. As for the frontier orbital gap (alpha / beta): 6.484 / 6.223 eV.

=====

[5]
Below is a structure of composition C11H20InN3O2S, with properties calculated with wB97M-V/def2-TZVPD.

Atoms and positions in Å:
C: 2.748 1.793 1.618
C: -2.378 1.360 -0.479
H: 2.541 0.794 1.999
C: 4.828 -3.114 -0.337
O: 0.575 1.788 0.629
H: 2.473 4.377 0.994
H: -1.492 -2.108 1.435
H: 3.806 -3.480 1.513
H: 0.915 4.252 0.109
H: 0.949 4.270 1.871
H: -3.670 -1.157 1.584
H: 5.625 -3.816 -0.134
H: 3.476 1.716 0.801
C: 3.822 -2.930 0.583
S: 1.495 -1.836 1.490
C: 3.785 -1.513 -1.748
H: -3.746 -0.293 -0.762
N: 2.812 -1.343 -0.823
C: 1.544 2.443 1.050
In: 0.203 -0.318 0.107
H: -4.235 0.882 0.423
C: -2.857 -0.548 1.189
H: 3.673 -0.905 -2.632
H: -1.621 0.150 -1.979
H: -2.101 -1.996 -0.058
C: 1.483 3.926 0.978
H: -2.478 0.063 2.010
C: 2.787 -2.029 0.336
N: -1.748 -1.433 0.716
H: -0.724 1.471 -1.711
H: -2.890 2.052 -1.146
H: -1.944 1.946 0.332
O: 1.876 -0.429 -1.141
C: -3.368 0.331 0.055
C: 4.807 -2.394 -1.529
N: -1.238 0.731 -1.235
H: 3.200 2.421 2.384
H: 5.572 -2.512 -2.282

The charge is +2. As for the energy: -36292.1263 eV. The spin multiplicity is 1. As for the HOMO energy: -15.11 eV. As for the frontier orbital gap: 8.942 eV.

=====

[6]
Below is a structure of composition C11H20N2OS in a non-equilibrium geometry, with properties calculated with wB97M-V/def2-TZVPD.

Atoms and positions in Å:
H: -4.961 -2.555 -1.553
H: 5.812 -0.321 0.909
H: -1.513 2.099 0.071
H: -1.027 -1.586 1.127
H: -2.926 -2.435 -0.117
S: 4.260 1.076 -0.583
H: 0.586 3.492 -0.278
N: 1.435 0.472 -0.632
H: -5.215 -1.556 0.015
H: -4.934 -0.731 -1.459
H: 5.891 -0.684 -0.763
C: 5.147 -0.449 0.082
H: -2.623 -1.638 -1.649
C: -1.190 -0.506 0.563
H: 1.338 2.382 0.870
O: 4.725 -2.722 0.426
H: 2.272 -1.955 0.234
C: 4.359 -1.536 0.248
H: 1.864 2.215 -1.332
H: -0.630 -0.330 -0.365
C: 0.555 2.302 0.337
C: -0.787 1.960 0.768
C: 1.164 1.557 -1.038
H: 0.292 0.502 1.840
C: -4.604 -1.575 -0.834
H: 0.275 1.513 -1.854
C: -2.578 -0.339 0.240
C: -3.013 -1.626 -0.597
H: -2.946 0.455 -0.190
H: -1.036 2.951 1.466
N: 3.052 -1.493 -0.117
C: 2.570 0.051 -0.509
H: -1.466 0.957 2.063
C: -0.758 0.524 1.300
H: -3.390 -0.471 1.310

The charge is 0. As for the energy: -27583.9250 eV. The spin multiplicity is 1. As for the HOMO energy: -9.04 eV. As for the frontier orbital gap: 9.453 eV.

=====

[7]
Below is a cluster of 2 separate species, C11H20O in total in a non-equilibrium geometry, with properties calculated with wB97M-V/def2-TZVPD.

Atoms and positions in Å:
O: -3.364 0.786 -1.523
H: -3.841 -0.291 -3.240
C: -2.714 -1.422 -1.769
H: -4.725 1.537 -2.868
H: 3.222 -0.498 3.977
C: -4.115 1.832 -2.007
C: 1.215 0.694 1.392
H: -4.639 3.850 -1.911
C: -4.091 3.044 -1.460
H: 0.643 1.389 2.033
H: 2.737 -1.635 0.940
H: 4.443 -2.360 -0.406
H: 1.711 -1.243 3.389
C: -2.103 -1.443 -0.415
H: -2.712 -0.913 0.350
H: -1.160 -0.868 -0.379
H: 1.696 0.393 4.071
H: 6.093 -2.026 0.243
H: 0.602 -0.196 1.224
H: -3.493 3.263 -0.580
C: 2.519 0.272 2.069
H: -2.588 -2.267 -2.435
H: -1.857 -2.463 -0.098
C: 4.517 -0.596 0.799
H: 3.185 1.154 2.128
C: 3.272 -0.742 1.242
H: 1.398 1.201 0.443
C: -3.342 -0.357 -2.259
H: 5.470 -1.081 -1.129
H: 5.099 0.238 1.167
C: 2.273 -0.298 3.455
C: 5.175 -1.563 -0.169

The charge is 0. As for the SMILES: C/C=C/C(C)C.C=CO/C=C\C. As for the energy: -13776.6471 eV. The spin multiplicity is 1. As for the HOMO energy: -8.37 eV. As for the frontier orbital gap: 9.361 eV.

=====

[8]
Below is a structure of composition C11H21AuN2P in a non-equilibrium geometry, with properties calculated with wB97M-V/def2-TZVPD.

Atoms and positions in Å:
C: -2.825 0.317 0.598
C: -1.626 -2.522 -3.809
C: 1.865 0.878 3.536
H: -2.525 -2.113 -0.547
H: -0.634 0.653 -3.295
H: 3.919 0.879 3.628
C: -1.879 2.152 -1.424
C: -1.093 -1.270 -4.084
C: 3.196 0.437 2.995
P: -1.419 0.668 -0.471
H: 4.557 0.357 1.393
H: -2.754 1.940 -2.095
H: -2.742 -0.729 0.961
H: -2.337 -3.875 -2.334
H: -1.642 -3.343 -4.527
C: 3.601 0.805 1.588
H: -3.778 0.574 0.141
C: -1.020 -0.349 -3.034
H: -2.010 3.064 -0.781
Au: 0.703 0.705 0.406
H: 2.758 -0.758 0.523
N: 2.718 0.251 0.506
H: 1.776 2.001 3.538
H: 3.254 -0.677 3.074
C: -2.057 -2.830 -2.537
H: -0.666 -1.043 -5.043
C: -1.508 -0.624 -1.722
H: -1.049 2.396 -2.072
C: -2.035 -1.923 -1.494
H: 3.712 1.892 1.473
H: -2.730 0.998 1.453
H: 0.777 -0.763 3.099
H: -0.219 0.547 3.232
N: 0.676 0.214 2.894
H: 1.884 0.554 4.614
H: 3.153 0.536 -0.381

The charge is +1. As for the energy: -27704.1484 eV. The spin multiplicity is 1. As for the HOMO energy: -11.44 eV. As for the frontier orbital gap: 8.941 eV.

=====

[9]
Below is a structure of composition C11H21BaF6N3O5S3 in a non-equilibrium geometry, with properties calculated with wB97M-V/def2-TZVPD.

Atoms and positions in Å:
H: 0.197 -3.717 3.078
Ba: 0.326 1.647 -0.157
F: 2.859 6.471 0.085
H: -0.313 -2.030 -2.697
N: 1.082 -3.448 0.526
S: 1.089 4.602 -0.390
H: 0.317 -5.358 2.415
O: -0.025 4.776 0.496
C: -3.616 -1.054 -0.726
H: -2.643 -0.379 1.800
C: 0.572 -2.205 0.445
C: 0.890 -4.497 2.764
F: 0.893 7.198 -0.429
H: -3.264 2.377 -0.654
H: -4.293 0.234 1.559
C: -1.230 -3.778 -1.839
H: 0.835 -3.152 -1.999
F: 3.929 1.932 1.876
H: 1.471 -4.808 3.633
H: 0.735 -4.125 -0.132
C: 4.525 2.682 0.949
H: -0.632 -0.961 -0.634
N: 2.180 3.725 0.385
F: 2.177 6.398 -1.963
C: -3.024 0.271 -0.225
H: 2.467 -4.759 1.304
C: -3.245 0.376 1.289
H: -3.384 -1.195 -1.783
N: -0.086 -1.860 -0.668
C: -3.733 1.430 -0.932
H: -2.228 -3.341 -1.872
H: 2.438 -3.168 2.057
O: 4.031 3.847 -1.380
F: 4.921 3.825 1.495
H: -2.934 1.360 1.649
O: 0.801 4.026 -1.679
S: 0.863 -1.050 1.666
C: 1.811 6.283 -0.701
F: 5.579 2.029 0.470
H: -1.183 -4.413 -0.953
H: -1.112 -4.420 -2.714
H: -3.657 1.316 -2.015
C: -0.148 -2.697 -1.849
H: -3.206 -1.891 -0.156
O: 2.929 1.700 -0.864
O: -1.643 0.352 -0.493
H: -4.791 1.483 -0.663
H: -4.701 -1.072 -0.605
C: 1.811 -3.970 1.674
S: 3.362 3.010 -0.443

The charge is 0. As for the energy: -75962.3913 eV. The spin multiplicity is 1. As for the HOMO energy: -8.69 eV. As for the frontier orbital gap: 8.817 eV.

=====

[10]
Below is a cluster of 5 separate species, C11H21BrN5 in total, with properties calculated with wB97M-V/def2-TZVPD.

Atoms and positions in Å:
C: 2.158 -1.730 0.347
H: 2.994 -2.291 -0.064
H: -5.582 -1.178 -1.823
C: 1.840 5.427 -2.683
H: 0.920 -2.324 -1.338
H: -6.417 -1.786 -0.381
H: -0.714 -6.060 1.780
C: -5.467 -1.427 -0.770
N: 2.951 6.009 1.030
H: -0.692 -0.402 -1.141
H: 1.164 3.767 -0.237
H: 1.961 3.027 1.168
C: 1.154 -1.423 -0.764
H: -1.308 -2.616 -0.464
N: -0.355 -3.104 2.843
C: -0.241 -5.703 2.693
H: -0.555 -2.420 1.021
H: -5.171 -0.536 -0.219
H: 2.784 7.146 -1.963
H: 2.558 -0.797 0.732
C: -4.457 -2.468 -0.619
C: 2.768 6.536 -2.863
H: 3.767 6.150 -3.050
H: 1.591 -0.706 -1.456
H: 0.798 -6.025 2.714
H: -1.908 -1.548 0.645
H: 0.524 4.046 1.396
C: 1.431 3.907 0.809
C: -0.304 -4.249 2.746
H: 2.453 7.144 -3.709
N: 1.104 4.558 -2.542
N: -3.707 -3.331 -0.500
H: 1.709 -2.289 1.165
Br: -0.044 0.513 1.059
C: 2.281 5.083 0.933
H: -0.764 -6.118 3.552
N: -1.050 -1.933 0.253
C: -0.172 -0.850 -0.301

The charge is +1. As for the energy: -89233.7667 eV. The spin multiplicity is 1. As for the HOMO energy: -13.43 eV. As for the frontier orbital gap: 10.678 eV.

=====

[11]
Below is a structure of composition C11H21CaF11GeN3O7S2SeTe, with properties calculated with wB97M-V/def2-TZVPD.

Atoms and positions in Å:
F: 0.929 3.340 -1.166
Te: 2.293 2.035 -1.032
C: -4.543 2.643 -1.567
C: -3.926 4.762 0.764
H: -3.135 -3.432 1.063
H: -3.933 0.629 1.158
O: 4.511 -4.741 -0.406
C: 5.613 0.202 -0.377
C: -1.213 1.072 -2.512
F: 5.480 1.352 0.293
C: -0.497 -2.375 2.167
F: 5.114 0.354 -1.589
H: -0.636 1.943 -2.807
S: 4.786 -1.127 0.613
C: -1.657 2.757 -0.173
C: 3.455 -3.519 -2.462
C: -0.985 -3.153 3.350
H: -3.216 -1.974 0.074
H: -1.193 -2.485 4.188
Ge: -3.599 2.946 0.121
F: 4.222 -2.685 -3.138
C: -1.324 -2.258 0.949
O: 5.687 -1.321 1.708
O: 2.547 -3.332 0.047
H: -1.887 -3.710 3.108
H: -3.721 1.846 2.420
F: 6.908 -0.087 -0.479
O: 0.449 0.808 -0.216
N: -0.669 -2.003 -0.141
Ca: 1.594 -1.268 -0.162
H: -3.594 5.499 0.032
H: -4.027 3.129 -2.396
H: -5.555 3.047 -1.512
H: -2.259 1.134 -2.814
C: -4.190 1.647 1.455
H: -1.116 2.976 0.749
Se: -1.215 0.924 -0.599
H: -4.618 1.577 -1.786
O: 3.467 -0.620 1.000
F: 2.383 2.833 0.754
F: 2.625 -0.740 -1.884
S: 3.836 -3.500 -0.618
H: -1.283 3.420 -0.948
F: 3.697 -4.760 -2.906
N: 4.799 -2.285 -0.425
F: 1.733 1.825 -2.876
H: -5.272 1.704 1.582
H: -3.388 4.937 1.695
H: 2.193 -1.540 3.166
F: 2.173 -3.263 -2.679
H: -0.208 -3.842 3.681
C: -2.817 -2.388 1.000
H: -3.246 -1.858 1.853
O: -1.287 -1.752 -1.260
H: -0.764 0.150 -2.870
F: 3.477 3.378 -1.657
O: 1.357 -1.986 3.350
H: -4.991 4.913 0.947
N: 0.636 -1.776 2.172

The charge is -1. As for the energy: -229711.6108 eV. The spin multiplicity is 1. As for the HOMO energy: -5.44 eV. As for the frontier orbital gap: 7.496 eV.

=====

[12]
Below is a structure of composition C11H21CrN5O3PS8Sb, with properties calculated with wB97M-V/def2-TZVPD.

Atoms and positions in Å:
H: 3.213 5.602 0.907
H: -2.535 -3.645 1.095
H: 1.441 -3.610 -3.544
C: -1.777 4.208 1.362
N: 0.986 3.269 -0.709
H: 0.271 -4.902 -3.240
C: -1.605 -3.437 1.624
O: 0.181 -1.711 -2.147
H: -2.355 4.078 2.276
H: -1.087 -3.321 -1.829
H: -0.828 -4.107 1.256
S: -1.442 1.427 -1.613
S: 3.341 -0.995 2.848
N: 1.741 5.145 -0.243
C: -4.949 0.522 0.651
O: -1.038 -1.750 0.012
C: -0.374 -2.969 -2.575
C: -2.834 1.396 -0.575
N: 2.550 6.115 0.330
C: 0.367 4.217 -1.434
N: 1.861 3.885 0.058
S: 3.009 0.847 -0.526
P: 0.359 -1.298 -0.611
H: -0.922 -2.743 -3.491
H: 1.963 6.688 0.930
C: 3.088 -3.854 0.585
H: 2.856 -3.767 1.645
C: -1.190 -1.999 1.429
H: -1.760 -3.634 2.685
H: 1.229 -4.248 -1.906
Sb: 2.855 1.057 1.972
O: 1.268 -2.429 0.048
C: -3.433 2.494 0.018
N: 0.842 5.427 -1.167
S: -6.298 -0.407 1.094
S: -4.888 2.241 0.886
C: 2.695 -2.580 -0.117
S: 0.392 1.123 1.744
H: -1.953 -1.302 1.781
H: 2.567 -4.717 0.166
S: -3.664 -0.090 -0.354
Cr: 0.747 1.090 -0.511
H: -1.007 3.441 1.303
H: 4.162 -4.009 0.483
H: 3.197 -1.717 0.319
S: -2.862 4.154 -0.089
H: -0.259 -1.774 1.950
H: -0.430 4.008 -2.122
H: 2.916 -2.620 -1.189
C: 0.713 -3.993 -2.829
H: -1.320 5.196 1.363

The charge is -1. As for the energy: -156273.2985 eV. The spin multiplicity is 6. As for the HOMO energy (alpha / beta): -3.33 / -4.25 eV. As for the frontier orbital gap (alpha / beta): 5.154 / 4.159 eV.